Below is the molecule C4H3FN2O, with properties calculated with wB97M-V/def2-TZVPD.

XYZ file:
```
11
Properties=species:S:1:pos:R:3:forces:R:3
O 2.2878 -1.1390 -0.0088 0.064 -0.106 0.085
C 1.1244 -0.4830 0.0027 0.061 -0.163 -0.117
N 1.1922 0.8370 -0.0181 -0.550 -0.075 0.052
C -0.0033 1.4465 -0.0064 0.349 0.178 -0.070
C -1.2124 0.7896 0.0134 -0.347 -0.346 0.060
C -1.1077 -0.5959 0.0074 0.261 0.122 -0.063
F -2.2244 -1.3188 -0.0232 0.215 -0.070 0.076
N 0.0281 -1.2510 0.0079 -0.502 0.216 0.015
H 2.0864 -2.0882 0.0251 0.014 0.235 -0.035
H 0.0145 2.5288 -0.0349 0.082 0.039 0.053
H -2.1855 1.2741 0.0350 0.354 -0.030 -0.056
```
Positions in Å, forces in eV/Å.

Output
ΔE to the lowest compared entry with this formula, charge and spin (kcal per mole): 0.0
Structure (SMILES): Oc1nccc(F)n1
Orbital gap (eV): 10.7
Largest force on an atom (eV Å⁻¹): 0.56

Want to see where the charge sits? The Mulliken charges in e are: number 1, O, carries -0.488; number 2, C, carries 0.523; number 3, N, carries -0.540; number 4, C, carries -0.086; number 5, C, carries -0.360; number 6, C, carries 0.555; number 7, F, carries -0.254; number 8, N, carries -0.508; number 9, H, carries 0.386; number 10, H, carries 0.395; number 11, H, carries 0.375

***

Below is a structure of composition C32H34IrN9O2S3 in a non-equilibrium geometry, with properties calculated with wB97M-V/def2-TZVPD.

XYZ file:
```
81
Properties=species:S:1:pos:R:3:forces:R:3
Ir -0.5102 0.2425 0.2418 -1.566 0.719 1.492
C -4.3764 -1.6974 -0.0894 -0.021 0.162 0.042
C -3.0800 -0.9746 -0.2484 0.076 -0.087 -0.505
N -2.2473 -0.8429 0.7671 0.175 0.140 0.111
N -2.8146 -1.2630 1.8915 -0.325 -0.176 -0.131
C -2.2973 -1.5063 3.1132 -0.202 0.112 -0.067
N -3.3344 -1.9213 3.9226 -0.007 0.134 0.103
S -0.7754 -1.4538 3.7744 0.056 -0.179 0.081
C -2.7215 -0.3614 -1.5225 -0.100 -0.256 0.341
C -3.5481 -0.3507 -2.6454 -0.037 0.026 -0.142
C -3.1486 0.3255 -3.7804 -0.054 -0.038 0.078
C -1.9251 0.9783 -3.7868 0.038 0.005 -0.007
C -1.1401 0.9099 -2.6564 -0.041 0.035 -0.026
N -1.5299 0.2555 -1.5555 0.088 0.087 0.066
H -4.1948 -2.7288 0.2095 0.009 -0.032 0.075
H -4.9576 -1.7001 -1.0062 0.014 -0.032 0.022
H -4.9655 -1.2407 0.7070 -0.013 -0.015 -0.001
H -4.2665 -1.6978 3.6115 0.028 -0.020 -0.040
H -3.1507 -1.8712 4.9096 0.034 -0.074 0.009
H -4.5004 -0.8533 -2.6214 0.005 0.004 -0.047
H -3.7916 0.3510 -4.6504 0.003 -0.014 0.000
H -1.5747 1.5311 -4.6462 0.017 -0.020 0.000
H -0.1672 1.3777 -2.6327 -0.082 0.104 0.044
C 2.5230 -1.5722 -2.6221 -0.016 -0.016 -0.115
C 1.0388 -1.1885 -2.6333 0.255 -0.181 0.099
C 0.2041 -2.3422 -2.1506 -0.023 0.042 -0.085
C -0.2696 -3.2527 -3.0841 -0.033 -0.010 -0.018
C -0.8617 -4.4402 -2.6878 0.028 -0.024 -0.035
C -0.9530 -4.7324 -1.3420 -0.017 0.023 0.046
C -0.5325 -3.8314 -0.3623 -0.014 0.045 -0.016
C -0.6586 -4.2669 1.0837 -0.052 0.069 -0.047
C -2.0619 -4.7219 1.4846 0.074 -0.080 -0.032
C 0.0179 -2.6073 -0.7851 -0.134 -0.113 0.221
N 0.3667 -1.5890 0.1707 0.636 -0.288 -0.759
C 1.2855 -1.7935 1.0717 0.164 -0.216 -0.065
C 1.5323 -0.7786 2.0001 0.306 0.111 -0.466
C 2.5297 -0.5144 2.9383 -0.079 0.139 0.131
C 2.2830 0.7847 3.3874 0.023 -0.106 0.018
C 1.1594 1.2543 2.6909 -0.254 -0.129 0.126
N 0.7005 0.3017 1.8756 0.185 0.354 -0.086
H 3.1417 -0.7042 -2.8416 -0.014 -0.080 -0.043
H 2.7263 -2.3559 -3.3546 -0.017 -0.043 0.032
H 2.8126 -1.9423 -1.6368 0.011 0.024 0.000
H 0.7388 -0.9193 -3.6488 -0.029 0.022 0.017
H 0.9158 -0.3182 -1.9989 0.075 -0.096 0.003
H -0.1424 -3.0327 -4.1383 0.024 0.000 0.010
H -1.2162 -5.1484 -3.4263 0.002 0.005 0.008
H -1.3620 -5.6852 -1.0286 -0.014 0.018 -0.010
H -0.3531 -3.4741 1.7609 0.001 0.058 0.080
H 0.0301 -5.1043 1.2357 0.073 0.060 0.028
H -2.7708 -3.9040 1.3975 -0.080 0.115 0.001
H -2.0632 -5.0461 2.5256 -0.004 0.005 -0.002
H -2.4127 -5.5531 0.8696 -0.006 0.024 0.043
H 1.8470 -2.7223 1.0801 -0.084 -0.053 -0.052
H 3.3101 -1.1904 3.2493 0.011 0.027 -0.002
H 2.8421 1.3389 4.1246 -0.023 -0.019 0.018
H 0.6703 2.2136 2.7718 -0.009 -0.011 0.003
N 5.3020 5.8503 2.1457 0.010 -0.041 -0.050
C 4.4949 5.0281 1.3872 0.054 0.005 0.004
C 4.3780 3.6678 1.7036 0.014 0.014 0.027
C 3.6247 2.8282 0.9150 -0.015 0.009 -0.086
C 2.9686 3.3400 -0.2030 0.081 0.079 0.084
C 3.0793 4.6836 -0.5345 -0.021 -0.040 0.023
C 3.8374 5.5246 0.2586 -0.024 0.011 -0.016
S 2.0212 2.2518 -1.1831 0.051 0.044 0.032
O 2.7141 1.0037 -1.2980 0.038 0.124 0.083
O 1.6263 2.9614 -2.3767 -0.030 0.013 0.029
N 0.6965 1.9207 -0.2911 0.220 -0.289 -0.419
C -0.2857 2.8020 -0.0327 0.256 0.201 -0.019
S -0.4422 4.4925 -0.3138 -0.038 -0.033 -0.033
C -2.0494 4.4103 0.3347 -0.009 0.041 0.018
C -2.3544 3.1538 0.7128 -0.161 -0.332 0.161
N -1.3441 2.2389 0.5270 0.561 -0.098 -0.499
H 5.5586 5.5324 3.0634 -0.025 0.021 0.022
H 5.1717 6.8423 2.0584 -0.016 0.011 0.029
H 4.8958 3.2756 2.5711 -0.009 -0.010 -0.009
H 3.5446 1.7749 1.1507 -0.015 0.012 0.033
H 2.5824 5.0537 -1.4216 0.000 0.018 0.012
H 3.9342 6.5727 0.0017 0.004 -0.010 -0.012
H -2.6656 5.2907 0.3968 0.003 -0.020 0.032
H -3.2892 2.8303 1.1444 0.007 0.014 0.008
```
Positions in Å, forces in eV/Å.

Output
ΔE to the lowest compared entry with this formula, charge and spin (kcal per mole): 50.3
Orbital gap (eV): 6.5
Largest force on an atom (eV Å⁻¹): 2.28

Want to see where the charge sits? The Mulliken charges in e are: number 1, Ir, carries 2.763; number 2, C, carries -1.580; number 3, C, carries 1.348; number 4, N, carries 0.988; number 5, N, carries -1.738; number 6, C, carries 0.416; number 7, N, carries -0.478; number 8, S, carries -0.476; number 9, C, carries 0.490; number 10, C, carries -1.134; number 11, C, carries -0.824; number 12, C, carries -1.119; number 13, C, carries 0.061; number 14, N, carries 0.301; number 15, H, carries 0.210; number 16, H, carries 0.502; number 17, H, carries 0.279; number 18, H, carries 0.221; number 19, H, carries 0.240; number 20, H, carries 0.332; number 21, H, carries 0.447; number 22, H, carries 0.554; number 23, H, carries 0.335; number 24, C, carries -1.469; number 25, C, carries 1.296; number 26, C, carries 0.376; number 27, C, carries -0.759; number 28, C, carries -1.262; number 29, C, carries -0.776; number 30, C, carries 0.906; number 31, C, carries -0.369; number 32, C, carries -1.126; number 33, C, carries -0.481; number 34, N, carries 1.566; number 35, C, carries 0.166; number 36, C, carries -0.715; number 37, C, carries -0.916; number 38, C, carries -1.040; number 39, C, carries -0.733; number 40, N, carries 0.627; number 41, H, carries 0.421; number 42, H, carries 0.378; number 43, H, carries 0.265; number 44, H, carries 0.665; number 45, H, carries -1.892; number 46, H, carries 0.495; number 47, H, carries 0.415; number 48, H, carries 0.383; number 49, H, carries -0.093; number 50, H, carries 0.413; number 51, H, carries 0.027; number 52, H, carries 0.370; number 53, H, carries 0.399; number 54, H, carries 0.487; number 55, H, carries 0.559; number 56, H, carries 0.562; number 57, H, carries 0.454; number 58, N, carries -0.534; number 59, C, carries 1.111; number 60, C, carries -0.915; number 61, C, carries -0.593; number 62, C, carries -0.426; number 63, C, carries -0.334; number 64, C, carries -0.844; number 65, S, carries 1.495; number 66, O, carries -0.824; number 67, O, carries -0.788; number 68, N, carries -0.823; number 69, C, carries 0.419; number 70, S, carries -0.070; number 71, C, carries -0.315; number 72, C, carries -1.125; number 73, N, carries -0.355; number 74, H, carries 0.215; number 75, H, carries 0.213; number 76, H, carries 0.301; number 77, H, carries 0.671; number 78, H, carries 0.558; number 79, H, carries 0.299; number 80, H, carries 0.466; number 81, H, carries 0.466

***

Below is a structure of composition C4H12BrLiO4 in a non-equilibrium geometry, with properties calculated with wB97M-V/def2-TZVPD.

XYZ file:
```
22
Properties=species:S:1:pos:R:3:forces:R:3
Li -3.2059 1.2480 2.2345 0.967 0.337 -0.136
Br -0.9862 2.2235 1.9817 -0.916 -0.386 0.146
C 1.3267 2.0253 -1.4999 -0.257 -0.964 1.045
C 0.4003 0.8579 -1.8798 1.065 0.368 -0.529
O -0.2565 1.0443 -3.1298 -0.815 0.082 0.546
O 0.6708 3.1026 -0.8873 -0.196 0.741 -0.642
H 1.8449 2.3795 -2.3930 0.168 0.127 0.155
H 2.0208 1.6064 -0.7524 0.366 0.038 -0.505
H -0.2760 0.7498 -1.0314 -0.547 -0.101 -0.463
H 0.9972 -0.0568 -1.9876 0.115 -0.022 0.398
H 0.4015 1.2929 -3.7819 0.123 0.035 0.018
H 0.4712 2.9227 0.0389 -0.082 -0.263 -0.044
C -0.6998 -1.9338 0.7003 -0.410 -0.462 0.484
C 0.3137 -1.2494 1.6112 -1.274 -0.299 -1.067
O 1.0309 -2.2378 2.3062 0.708 0.179 0.083
O -1.7394 -2.5150 1.5307 0.210 0.139 -0.087
H -0.1804 -2.7597 0.2054 0.078 0.177 -0.226
H -1.1737 -1.2944 -0.0481 0.257 0.239 0.080
H -0.1923 -0.5420 2.2675 0.051 0.012 0.148
H 0.9184 -0.6689 0.9110 0.655 -0.106 0.457
H 0.4229 -2.9385 2.5601 -0.184 0.129 0.055
H -2.1093 -3.2566 1.0438 -0.082 0.001 0.083
```
Positions in Å, forces in eV/Å.

Output
ΔE to the lowest compared entry with this formula, charge and spin (kcal per mole): 9.3
Orbital gap (eV): 7.9
Largest force on an atom (eV Å⁻¹): 1.69

Want to see where the charge sits? The Mulliken charges in e are: number 1, Li, carries 0.864; number 2, Br, carries -0.870; number 3, C, carries -0.465; number 4, C, carries 0.151; number 5, O, carries -0.522; number 6, O, carries -0.446; number 7, H, carries 0.364; number 8, H, carries 0.250; number 9, H, carries -0.084; number 10, H, carries 0.233; number 11, H, carries 0.305; number 12, H, carries 0.179; number 13, C, carries -0.516; number 14, C, carries 0.123; number 15, O, carries -0.545; number 16, O, carries -0.553; number 17, H, carries 0.304; number 18, H, carries 0.317; number 19, H, carries 0.218; number 20, H, carries 0.042; number 21, H, carries 0.341; number 22, H, carries 0.311